Record 1
Here is a structure of composition C24H33NO3V from OMol25. Energies are from wB97M-V/def2-TZVPD.

Each line ends with the Löwdin charge.
Element x y z (Å)
O (0.27, 0.11, -6.03)  -0.130
C (0.37, 1.33, -6.88)  -0.148
C (0.35, 0.60, -8.19)  -0.083
H (1.33, 1.82, -6.71)  0.118
H (-0.46, 2.00, -6.67)  0.113
C (0.35, -0.65, -7.28)  -0.572
H (1.26, 0.76, -8.78)  0.117
H (-0.55, 0.74, -8.78)  0.113
C (1.65, -1.39, -7.45)  -0.022
H (2.51, -0.74, -7.20)  0.098
H (1.75, -1.70, -8.51)  0.093
H (1.68, -2.30, -6.84)  0.084
C (-0.87, -1.54, -7.47)  -0.021
H (-1.78, -0.99, -7.23)  0.090
H (-0.80, -2.41, -6.81)  0.083
H (-0.93, -1.87, -8.52)  0.093
V (-0.28, -0.54, -0.54)  0.785
C (-2.17, -0.71, 0.72)  -0.143
C (-1.90, 0.69, 0.61)  -0.143
C (-2.01, 1.06, -0.77)  -0.142
H (-1.74, 1.39, 1.43)  0.118
C (-2.30, -0.13, -1.53)  -0.144
C (-2.41, -1.22, -0.60)  -0.187
H (-2.70, -2.24, -0.85)  0.119
H (-2.24, -1.25, 1.66)  0.118
H (-2.00, 2.07, -1.14)  0.107
H (-2.45, -0.18, -2.61)  0.116
C (0.95, -2.08, 0.71)  -0.123
C (0.05, -2.76, -0.19)  -0.173
C (0.44, -2.45, -1.53)  -0.157
H (-0.72, -3.46, 0.11)  0.115
C (1.59, -1.60, -1.47)  -0.144
C (1.89, -1.37, -0.10)  -0.120
H (2.79, -0.88, 0.26)  0.121
H (0.96, -2.16, 1.79)  0.116
H (-0.03, -2.82, -2.45)  0.117
H (2.19, -1.28, -2.31)  0.111
O (1.89, 1.66, -4.47)  -0.151
C (0.83, 0.97, -3.76)  -0.228
C (-0.42, 1.87, -3.76)  -0.151
H (1.17, 0.94, -2.68)  0.102
H (0.65, -0.05, -4.07)  0.110
C (0.23, 3.25, -3.98)  -0.152
H (-0.97, 1.83, -2.80)  0.066
H (-1.07, 1.59, -4.59)  0.099
C (1.74, 2.99, -3.86)  -0.169
H (-0.19, 4.06, -3.38)  0.110
H (0.03, 3.48, -5.04)  0.091
H (2.00, 2.92, -2.76)  0.122
H (2.36, 3.74, -4.35)  0.121
O (0.73, 0.84, 0.10)  -0.300
N (1.41, 1.22, 1.24)  -0.167
C (0.92, 0.91, 2.46)  -0.087
C (1.59, 1.39, 3.58)  -0.096
C (2.76, 2.11, 3.42)  -0.156
C (3.25, 2.38, 2.16)  -0.096
C (2.56, 1.90, 1.05)  -0.075
H (0.00, 0.34, 2.51)  0.104
H (1.14, 1.14, 4.54)  0.101
H (3.27, 2.48, 4.31)  0.087
H (4.17, 2.94, 1.99)  0.101
H (2.87, 2.07, 0.02)  0.116

Computed properties:
- HOMO level (alpha / beta): -4.5 / -7.9 eV
- Largest force on an atom: 0.0587 hartree/bohr
- Total charge: 0
- Molar mass: 434.48 Da
- Expectation value of S²: 3.793
- ΔE to the lowest compared entry with this formula, charge and spin: 0.0 kcal per mole
- Spin multiplicity: 4
- E_LUMO (alpha / beta): 0.47 / 0.47 eV

Record 2
Here is a structure of composition C24H33O5Y from OMol25. Energies are from wB97M-V/def2-TZVPD.

Each line ends with the Löwdin charge.
Element x y z (Å)
C (0.50, -0.41, -3.09)  -0.252
C (0.31, -1.04, -1.68)  -0.075
C (0.05, 1.05, -3.01)  -0.066
C (-0.82, 1.18, -1.73)  -0.277
H (-0.55, 1.28, -3.90)  0.107
H (0.91, 1.74, -3.02)  0.112
C (-0.96, -0.36, -1.22)  -0.216
H (1.18, -0.78, -1.07)  0.121
H (0.22, -2.14, -1.75)  0.124
C (-1.65, -0.77, 0.13)  -0.286
H (-1.70, -0.72, -1.96)  0.115
H (-1.86, 1.43, -2.01)  0.111
C (-0.31, 2.32, -0.96)  -0.420
C (1.91, -0.61, -3.58)  -0.426
C (-0.31, -1.09, -4.21)  -0.441
O (-0.87, -0.48, -5.11)  0.080
O (2.90, -0.75, -2.87)  0.104
O (1.96, -0.66, -4.92)  -0.037
O (-0.32, -2.43, -4.15)  -0.025
C (-0.94, -3.04, -5.30)  -0.053
H (-0.78, -4.11, -5.16)  0.084
H (-0.44, -2.69, -6.21)  0.091
H (-2.00, -2.79, -5.35)  0.093
C (3.26, -0.89, -5.45)  -0.056
H (3.97, -0.14, -5.08)  0.095
H (3.12, -0.83, -6.53)  0.086
H (3.60, -1.89, -5.15)  0.095
O (-0.91, -1.18, 1.25)  -0.411
H (-2.31, -1.62, -0.11)  0.094
H (-2.31, 0.08, 0.42)  0.108
C (-1.25, 3.20, -0.24)  -0.181
C (1.13, 2.46, -0.70)  -0.173
H (1.60, 3.20, -1.37)  0.025
H (1.71, 1.53, -0.79)  0.056
H (1.31, 2.84, 0.32)  0.048
H (-1.05, 3.20, 0.84)  0.012
H (-2.29, 2.88, -0.37)  0.055
H (-1.17, 4.25, -0.57)  0.026
Y (-0.42, -0.21, 2.97)  1.303
C (-2.04, 0.33, 5.23)  -0.197
C (-2.97, 0.13, 4.17)  -0.189
C (-2.79, -1.20, 3.67)  -0.221
H (-3.73, 0.83, 3.83)  0.087
C (-1.74, -1.82, 4.43)  -0.249
C (-1.28, -0.87, 5.40)  -0.240
H (-0.54, -1.05, 6.17)  0.080
H (-1.96, 1.23, 5.85)  0.088
H (-3.39, -1.69, 2.90)  0.091
H (-1.40, -2.86, 4.32)  0.089
C (2.10, 0.77, 3.74)  -0.200
C (1.66, -0.27, 4.61)  -0.234
C (1.57, -1.48, 3.84)  -0.257
H (1.50, -0.17, 5.68)  0.081
C (1.93, -1.17, 2.49)  -0.224
C (2.26, 0.22, 2.43)  -0.176
H (2.64, 0.74, 1.55)  0.090
H (2.32, 1.80, 4.03)  0.092
H (1.33, -2.48, 4.22)  0.087
H (2.01, -1.88, 1.66)  0.094
C (-0.47, 2.16, 3.03)  -0.285
H (-1.46, 2.61, 2.89)  -0.050
H (0.26, 2.73, 2.43)  -0.052
H (-0.20, 2.37, 4.08)  -0.054

Computed properties:
- HOMO level: 2.2 eV
- Largest force on an atom: 0.0396 hartree/bohr
- Total charge: -2
- Molar mass: 490.43 Da
- E_LUMO: 4.24 eV

Record 3
Here is a structure of composition C24H34AsN4OPdS from OMol25. Energies are from wB97M-V/def2-TZVPD.

Each line ends with the Löwdin charge.
Element x y z (Å)
Pd (0.31, 1.31, 0.09)  0.822
C (-1.73, 3.06, 1.56)  -0.044
N (-1.65, 1.65, 1.08)  -0.282
C (-2.65, 1.40, 0.02)  -0.052
C (-1.78, 0.71, 2.18)  -0.174
C (-2.95, 0.56, 2.86)  0.021
C (-3.05, -0.38, 3.90)  0.024
C (-1.96, -1.19, 4.25)  -0.015
C (-0.76, -1.04, 3.60)  0.025
C (-0.63, -0.06, 2.56)  -0.202
N (0.49, 0.17, 1.88)  0.024
C (1.79, -0.15, 2.33)  -0.212
C (2.17, -0.02, 3.64)  0.022
C (3.53, -0.12, 4.00)  0.034
C (4.52, -0.28, 3.04)  -0.007
C (4.18, -0.36, 1.71)  0.054
C (2.80, -0.36, 1.33)  -0.185
N (2.45, -0.54, 0.03)  -0.129
C (1.50, -1.60, -0.33)  0.010
C (3.41, -0.22, -1.03)  -0.002
H (-2.74, 3.29, 1.90)  0.108
H (-1.47, 3.72, 0.74)  0.085
H (-1.03, 3.20, 2.38)  0.094
H (-3.67, 1.54, 0.40)  0.103
H (-2.55, 0.38, -0.34)  0.103
H (-2.48, 2.10, -0.79)  0.077
H (-3.82, 1.15, 2.61)  0.133
H (-3.99, -0.50, 4.43)  0.135
H (-2.06, -1.94, 5.02)  0.134
H (0.08, -1.68, 3.83)  0.128
H (1.43, 0.22, 4.39)  0.133
H (3.80, -0.04, 5.04)  0.137
H (5.56, -0.35, 3.33)  0.136
H (4.94, -0.53, 0.96)  0.132
H (2.09, -2.50, -0.54)  0.128
H (0.95, -1.30, -1.22)  0.080
H (0.82, -1.81, 0.49)  0.095
H (4.08, -1.06, -1.22)  0.124
H (3.98, 0.67, -0.77)  0.103
H (2.84, -0.02, -1.94)  0.093
C (-2.19, 0.69, -3.77)  -0.182
As (-0.46, 1.44, -3.53)  1.006
C (0.71, 0.69, -4.82)  -0.182
C (-0.53, 3.33, -3.75)  -0.185
O (0.14, 1.07, -1.99)  -0.639
H (-2.51, 0.86, -4.80)  0.064
H (-2.90, 1.15, -3.09)  0.037
H (-2.12, -0.38, -3.59)  0.057
H (0.35, 0.94, -5.82)  0.063
H (0.71, -0.39, -4.70)  0.055
H (1.71, 1.09, -4.68)  0.053
H (-0.82, 3.57, -4.77)  0.063
H (0.46, 3.72, -3.56)  0.047
H (-1.25, 3.75, -3.06)  0.043
S (1.93, 2.98, 0.82)  0.669
C (1.52, 4.66, 1.05)  -0.677
N (1.69, 5.17, 2.29)  0.072
C (1.54, 6.48, 2.60)  -0.005
C (1.18, 7.37, 1.63)  0.004
C (0.98, 6.89, 0.34)  0.013
C (1.15, 5.54, 0.05)  -0.059
H (1.99, 4.53, 3.01)  0.153
H (1.72, 6.75, 3.63)  0.152
H (1.07, 8.42, 1.87)  0.136
H (0.71, 7.58, -0.45)  0.136
H (1.02, 5.17, -0.95)  0.110

Computed properties:
- HOMO level (alpha / beta): -16.2 / -16.8 eV
- Largest force on an atom: 0.0159 hartree/bohr
- Total charge: +3
- Molar mass: 607.97 Da
- Expectation value of S²: 6.063
- ΔE to the lowest compared entry with this formula, charge and spin: 0.0 kcal per mole
- Spin multiplicity: 5
- E_LUMO (alpha / beta): -7.85 / -11.35 eV

Record 4
Here is a cluster of 3 separate species, C24H34ClN3O7S3 in total from OMol25. Energies are from wB97M-V/def2-TZVPD.

Each line ends with the Löwdin charge.
Element x y z (Å)
C (-2.79, 2.10, -2.05)  -0.008
C (-2.25, 1.50, -3.42)  -0.363
O (-2.92, 1.78, -4.47)  0.018
N (-1.08, 0.61, -3.62)  0.032
C (-0.36, 1.19, -4.81)  -0.324
C (0.10, 0.23, -6.05)  -0.003
O (-0.08, 2.41, -4.94)  0.055
C (-0.19, 0.56, -2.44)  -0.115
C (0.52, 1.89, -1.92)  0.052
C (1.44, 1.96, -0.68)  -0.086
C (2.18, 3.25, -0.11)  -0.206
C (1.49, 4.65, -0.45)  -0.664
C (-0.11, 4.68, -0.28)  -0.138
Cl (2.00, 5.29, -2.11)  0.536
C (1.69, 0.58, 0.08)  -0.184
N (2.51, 0.37, 1.27)  -0.285
S (2.49, -1.30, 1.69)  0.907
N (1.47, -1.93, 0.44)  -0.266
C (1.06, -0.80, -0.39)  -0.206
C (0.12, -0.76, -1.64)  -0.047
C (-0.54, -2.11, -2.17)  -0.082
C (-2.19, -1.94, -1.70)  -0.175
C (-2.47, -2.26, -0.07)  -0.018
O (-2.89, -3.22, -1.28)  -0.216
H (-2.97, 3.23, -2.22)  0.108
H (-2.10, 1.97, -1.15)  0.069
H (-3.84, 1.65, -1.87)  0.103
H (0.73, -0.66, -5.70)  0.083
H (-0.84, -0.12, -6.62)  0.099
H (0.71, 0.86, -6.78)  0.087
H (0.33, 2.88, -2.48)  0.096
H (3.26, 3.22, -0.52)  0.119
H (2.28, 3.17, 1.03)  0.096
H (1.91, 5.41, 0.32)  0.107
H (-0.51, 5.53, 0.38)  0.082
H (-0.55, 4.82, -1.35)  0.066
H (-0.55, 3.68, 0.09)  0.075
H (-0.57, -2.22, -3.31)  0.105
H (-0.22, -3.05, -1.62)  0.112
H (-2.83, -1.06, -2.21)  0.147
H (-3.40, -1.77, 0.40)  0.108
H (-1.86, -3.08, 0.43)  0.092
C (5.10, 2.01, 3.67)  -0.226
C (6.40, 2.79, 3.87)  -0.217
C (6.39, 3.97, 2.89)  -0.221
S (4.67, 4.36, 2.60)  0.681
O (4.36, 4.07, 1.21)  -0.340
O (4.36, 5.63, 3.21)  -0.321
C (4.00, 3.05, 3.61)  -0.231
H (4.94, 1.29, 4.47)  0.118
H (5.15, 1.46, 2.72)  0.113
H (6.44, 3.18, 4.90)  0.118
H (7.28, 2.17, 3.72)  0.116
H (6.90, 4.84, 3.29)  0.105
H (6.84, 3.69, 1.93)  0.107
H (3.07, 2.67, 3.17)  0.088
H (3.80, 3.47, 4.60)  0.111
C (-5.80, -5.98, 1.45)  -0.224
C (-4.90, -6.99, 0.73)  -0.216
C (-3.46, -6.47, 0.84)  -0.216
S (-3.39, -5.50, 2.35)  0.678
O (-3.14, -4.12, 1.99)  -0.332
O (-2.59, -6.20, 3.33)  -0.324
C (-5.11, -5.67, 2.77)  -0.234
H (-6.81, -6.37, 1.60)  0.116
H (-5.88, -5.06, 0.85)  0.122
H (-4.98, -7.96, 1.22)  0.118
H (-5.19, -7.12, -0.31)  0.117
H (-2.74, -7.29, 0.91)  0.106
H (-3.20, -5.82, 0.01)  0.100
H (-5.47, -4.76, 3.24)  0.109
H (-5.20, -6.51, 3.46)  0.109

Computed properties:
- HOMO level: -8.4 eV
- Largest force on an atom: 0.1124 hartree/bohr
- Total charge: 0
- Molar mass: 608.20 Da
- SMILES string: CC(=O)N(C(C)=O)c1cc(C[C@H](C)Cl)c2nsnc2c1C[C@@H]1CO1.O=S1(=O)CCCC1.O=S1(=O)CCCC1
- E_LUMO: -1.43 eV